Formula: C46H39N10O3PSV
Source: the OMol25 dataset
Level of theory: ωB97M-V with the def2-TZVPD basis set

```
101
Properties=species:S:1:pos:R:3:forces:R:3:mulliken_spin:R:1
V 12.99435 10.53660 14.90399 -0.3 3.2 0.2 2.14
C 7.53410 11.93510 14.42014 -0.9 0.1 -0.4 0.00
N 8.72579 11.14612 14.64400 2.3 -1.8 -0.1 0.00
C 10.03744 11.43894 14.79909 -0.1 0.3 0.1 0.06
N 10.80671 10.33154 14.81671 -2.3 0.4 -0.1 -0.06
C 9.84004 9.33271 14.67419 1.1 0.0 0.2 0.02
N 8.62010 9.77059 14.53660 -0.2 0.5 0.3 0.00
C 7.70391 13.43898 14.44618 -0.2 -0.6 -0.3 0.00
C 6.98887 14.14094 15.42132 1.2 0.0 -0.3 0.00
C 7.21095 15.51447 15.46487 -0.3 0.6 -1.1 0.00
C 7.87247 16.22879 14.43113 0.0 -1.1 0.2 0.00
C 8.54133 15.48692 13.43221 0.6 -0.2 0.8 0.00
C 8.47743 14.08432 13.47504 0.0 -0.3 -0.3 0.00
C 9.57112 16.08936 12.54989 0.7 -1.5 -1.1 0.00
N 9.81550 17.29889 12.23530 1.4 -0.1 -0.8 0.00
N 10.99264 17.29283 11.36457 -1.0 -2.2 0.6 0.00
C 11.30863 16.02692 11.19285 -1.9 1.1 2.1 0.00
O 10.45956 15.14548 11.93788 0.2 2.9 -0.6 0.00
C 12.42486 15.45684 10.46077 1.5 0.9 -1.4 0.00
C 13.53082 16.25181 9.94141 -1.1 -1.0 0.3 0.00
C 14.53740 15.60279 9.24352 0.2 0.1 -0.6 0.00
C 14.46130 14.20531 8.93569 0.9 0.4 0.6 0.00
C 13.45566 13.44508 9.50475 -1.1 0.3 -0.1 0.00
C 13.37344 11.93584 9.37920 1.3 -0.4 -2.0 0.00
N 13.30961 11.22071 10.61791 -1.4 -1.5 2.2 0.00
C 13.31627 11.61635 11.91278 0.3 -0.8 -0.9 0.04
N 13.00932 10.57348 12.68707 0.2 -0.2 0.4 -0.06
C 12.78346 9.54568 11.83693 0.0 1.6 -2.4 0.02
N 12.89078 9.89250 10.54384 0.7 0.7 1.7 0.00
C 12.41521 14.11281 10.17873 0.3 -0.6 0.7 0.00
H 6.79671 11.64988 15.18155 0.2 0.0 -0.1 0.00
H 7.11996 11.59866 13.45315 0.2 0.2 0.3 0.00
H 10.39502 12.45613 14.94096 0.1 -0.3 -0.1 0.00
H 10.09936 8.25614 14.73740 -0.3 1.0 -0.3 0.00
H 6.36100 13.58035 16.14412 0.6 0.7 -0.4 0.00
H 6.80592 16.05107 16.28914 -0.4 0.6 0.4 0.00
H 7.88261 17.32126 14.38462 0.2 -0.4 0.3 0.00
H 9.03032 13.47890 12.71041 -0.6 0.7 0.9 0.00
H 13.54468 17.34195 10.01813 0.0 -0.5 0.4 0.00
H 15.39288 16.24214 8.90867 -0.9 -0.9 0.1 0.00
H 15.25008 13.70255 8.34176 -0.5 0.5 0.5 0.00
H 14.31496 11.59279 8.87562 -0.7 0.3 0.3 0.00
H 12.55463 11.48147 8.76418 0.4 1.0 0.4 0.00
H 13.56828 12.61380 12.24421 -0.1 -0.2 0.0 0.00
H 12.42616 8.57841 12.09626 0.0 -0.5 0.3 0.00
H 11.61827 13.52752 10.61689 -0.1 -0.1 -0.1 0.00
C 14.05861 8.56519 23.35895 0.9 0.4 -0.5 0.00
C 12.83437 9.20182 23.27244 -1.0 0.0 -0.2 0.00
C 12.29183 9.68773 22.05798 1.3 -0.2 0.9 0.00
C 13.08282 9.55959 20.91434 -0.8 -1.1 -0.7 0.00
C 14.20900 8.74414 20.92766 0.8 0.1 0.9 0.00
C 14.74271 8.33765 22.15531 0.6 -0.4 -0.1 0.00
P 12.68316 10.26390 19.29241 0.1 0.7 0.7 0.01
C 10.97646 10.82513 19.39316 1.9 0.5 -0.9 0.00
C 10.79946 11.91390 20.22597 -2.2 0.7 0.6 0.00
C 9.50632 12.46432 20.28735 0.8 0.8 0.5 0.00
C 8.47125 11.96082 19.53081 -0.5 -0.4 -1.1 0.00
C 8.76584 11.03796 18.52090 0.8 -0.3 0.8 0.00
C 10.05482 10.49291 18.42804 -1.2 -0.2 -0.3 0.00
C 12.97637 9.00937 18.00288 -0.8 -0.3 -1.6 0.00
C 12.94334 7.67184 18.41115 0.1 -0.6 0.8 -0.01
C 13.26733 6.60722 17.57117 -0.2 -0.8 0.5 0.02
C 13.24706 6.80607 16.20701 1.3 -1.3 -0.7 0.01
C 12.98424 8.07219 15.75271 -0.1 1.5 -0.2 -0.04
C 12.94088 9.22002 16.57699 0.3 0.2 0.4 -0.02
H 14.54834 8.34208 24.33195 -0.7 0.0 -0.9 0.00
H 12.23955 9.28288 24.17102 -0.1 0.2 0.1 0.00
H 11.33336 10.18851 22.07394 0.1 0.0 -0.1 0.00
H 14.66295 8.43479 19.98407 0.3 0.4 0.5 0.00
H 15.73581 7.85247 22.16336 -0.8 0.1 0.0 0.00
H 11.54885 12.37593 20.85596 0.1 -0.3 -0.1 0.00
H 9.34260 13.38651 20.85522 0.0 -0.6 0.2 0.00
H 7.43188 12.30862 19.62559 0.7 0.1 0.0 0.00
H 8.00905 10.67184 17.86523 -0.5 0.0 -0.4 0.00
H 10.32264 9.82190 17.60837 -0.1 0.0 0.4 0.00
H 12.64528 7.37656 19.41186 0.5 0.3 0.2 0.00
H 13.50242 5.60529 18.00709 -0.5 1.0 -0.4 0.00
H 13.58113 5.99811 15.49862 -0.7 0.8 0.8 0.00
H 12.90197 8.18944 14.63982 0.1 0.1 0.5 -0.01
O 12.65803 12.31285 15.86303 0.4 -1.6 0.5 -0.09
O 12.93862 12.59196 14.51943 -1.1 -1.3 -0.6 -0.08
C 13.70304 11.82602 19.38448 0.4 -1.0 -1.1 0.00
H 13.41499 12.52781 18.59518 0.2 -0.2 -0.1 0.00
H 14.76151 11.51428 19.30976 -0.4 0.3 -0.2 0.00
H 13.58752 12.30415 20.34873 -0.3 -0.2 0.2 0.00
N 15.35407 12.94705 14.34940 0.2 0.4 1.1 0.00
C 15.80054 11.81864 14.92528 1.2 -0.3 -0.7 0.04
N 15.27168 10.60932 14.72332 -1.6 1.9 0.3 0.00
C 16.12854 9.59847 15.03210 2.4 -0.4 -0.8 0.00
C 16.03467 8.28629 14.52777 -0.7 -0.8 1.2 0.00
C 17.02016 7.35331 14.86983 0.8 0.8 -0.7 0.00
C 18.29787 7.83136 15.22532 -0.6 -1.1 0.8 0.00
C 18.48288 9.14932 15.58160 0.4 1.1 0.0 0.00
C 17.39516 10.04108 15.53756 -0.1 -1.0 -0.2 0.00
S 17.39971 11.79742 15.72347 -0.7 -0.8 -0.4 0.00
H 14.26331 12.96252 14.38567 -0.1 -0.1 -0.1 0.01
H 15.78519 13.82731 14.64871 0.0 -0.7 -0.1 0.00
H 15.15954 7.93034 13.95775 0.3 0.4 0.6 0.00
H 16.89585 6.27830 14.76380 -0.1 0.3 -0.5 0.00
H 19.12198 7.11228 15.30737 -0.3 0.4 0.0 0.00
H 19.50597 9.48706 15.82146 -0.7 0.0 0.0 0.00
```
Positions in Å, forces in eV/Å.

Net charge   +1
Electronic energy   -4232.83702 Eh
HOMO-LUMO gap (alpha / beta)   7.74 / 7.68 eV
Multiplicity   3
Strongest force on any atom   3.2 eV/Å

Formula: H20O10
Source: the OMol25 dataset
Level of theory: ωB97M-V with the def2-TZVPD basis set

```
30
Properties=species:S:1:pos:R:3:forces:R:3:lowdin_charge:R:1
O 0.32105 -4.48818 1.55806 0.1 0.1 -0.2 -0.06
H 0.55050 -5.26130 2.07368 0.1 -0.2 0.1 0.03
H -0.57655 -4.28297 1.81967 -0.2 0.1 0.0 0.03
O -5.24582 2.57983 0.32378 0.2 0.1 0.0 -0.05
H -5.03904 1.67606 0.08571 0.1 -0.2 -0.1 0.03
H -6.20234 2.60975 0.34428 -0.2 0.1 0.0 0.03
O -0.20055 -1.02401 -6.19351 0.1 0.1 -0.1 -0.05
H 0.03474 -1.78590 -5.66399 0.1 -0.2 0.1 0.03
H -1.15657 -0.99287 -6.15770 -0.2 0.0 0.0 0.03
O -0.60023 -0.01869 5.28331 0.0 0.1 -0.2 -0.05
H -0.12302 -0.84508 5.35810 0.2 -0.2 0.0 0.03
H -1.09350 0.04843 6.10087 -0.2 0.1 0.2 0.03
O -0.86780 5.76706 0.95968 -0.1 0.2 0.1 -0.05
H 0.05135 5.51975 1.06085 0.2 0.0 0.0 0.03
H -1.28034 5.00014 0.56236 -0.2 -0.2 -0.1 0.03
O 0.18739 1.03916 -0.15960 0.1 0.2 -0.2 -0.05
H -0.04597 0.13393 -0.36532 0.0 -0.2 -0.1 0.03
H -0.12965 1.17162 0.73381 -0.1 0.1 0.3 0.03
O -0.52802 4.95917 6.55782 -0.1 0.2 0.0 -0.05
H -0.64027 4.57897 7.42907 0.0 -0.1 0.2 0.03
H -0.02539 4.30440 6.07318 0.1 -0.1 -0.2 0.03
O 3.91007 -2.61844 -2.86597 0.2 0.1 -0.1 -0.05
H 3.35250 -3.34798 -3.13634 -0.2 -0.2 -0.1 0.02
H 3.64774 -2.43758 -1.96337 0.0 0.1 0.2 0.03
O 0.24231 -5.53209 -3.23492 0.1 0.2 -0.1 -0.05
H 0.09503 -6.43049 -3.53059 0.0 -0.2 -0.1 0.03
H 0.26897 -5.59498 -2.28016 0.0 0.0 0.3 0.03
O 3.71928 2.13710 -3.67998 0.1 0.3 0.0 -0.05
H 4.19575 1.41246 -4.08506 0.1 -0.2 -0.1 0.03
H 3.17852 1.72269 -3.00761 -0.2 -0.1 0.2 0.02
```
Positions in Å, forces in eV/Å.

Energy relative to the best compared isomer or geometry (same formula, charge and spin)   3.829 eV
Electronic energy   -764.34121 Eh
SMILES   O.O.O.O.O.O.O.O.O.O
HOMO-LUMO gap   10.99 eV
Multiplicity   1
Strongest force on any atom   0.3 eV/Å

Formula: C11H5Cl5CrN7O2S2Te
Source: the OMol25 dataset
Level of theory: ωB97M-V with the def2-TZVPD basis set

```
34
Properties=species:S:1:pos:R:3:forces:R:3:mulliken_spin:R:1
Cr -0.13765 0.05096 0.42770 0.3 0.2 -0.2 3.32
Cl -3.27238 1.03095 1.40516 0.0 0.0 -0.1 0.00
C -3.19475 -0.50925 0.59944 -0.2 0.0 0.1 0.02
C -1.95297 -1.03483 0.24899 -0.2 0.1 0.0 -0.11
C -2.00204 -2.33992 -0.23340 0.0 -0.2 -0.2 -0.02
Cl -0.50683 -3.17210 -0.57620 -0.1 -0.1 0.1 0.01
C -3.17948 -3.05384 -0.43887 0.0 0.0 0.0 0.00
Cl -3.16505 -4.67241 -1.06765 0.0 0.1 0.0 0.00
C -4.39952 -2.46028 -0.13378 0.0 0.0 0.0 0.01
Cl -5.88669 -3.31105 -0.40186 0.0 0.0 0.0 0.00
C -4.40472 -1.18086 0.40403 0.0 0.1 0.0 0.00
Cl -5.92283 -0.45269 0.82453 0.1 0.0 0.0 0.00
N 2.97536 -0.98363 0.03908 0.1 0.0 0.0 0.00
N 3.51974 0.28844 0.26945 0.3 -0.1 0.1 0.00
C 2.88731 1.07090 1.25784 0.2 0.0 -0.3 0.01
N 3.57646 1.84868 2.06358 0.2 0.0 -0.1 0.01
N 1.57383 0.97485 1.25050 -0.3 0.0 0.1 -0.03
N 0.84856 1.62285 2.28362 0.0 -0.3 0.0 0.00
O -0.26861 0.74673 2.37568 -0.1 -0.1 0.1 -0.02
O 1.49328 1.49056 3.52787 -0.3 -0.1 0.1 0.00
H 3.43688 -1.71988 0.55914 0.0 0.1 -0.1 0.00
H 2.86664 -1.17560 -0.94761 0.0 0.0 0.1 0.00
H 4.53033 0.31526 0.37544 -0.3 0.0 0.0 0.00
H 4.57063 1.66600 1.96403 -0.1 0.0 0.0 0.00
H 2.43001 1.71847 3.28124 0.2 0.1 0.0 0.00
S -0.81885 2.14562 -0.56966 -0.1 -0.1 0.1 -0.06
C 0.02061 2.12319 -2.08505 0.0 0.2 -0.1 0.00
C 0.09935 3.37070 -2.80280 0.1 -0.3 0.2 0.00
N 0.16045 4.37547 -3.36250 0.0 0.1 0.0 0.00
C 0.54900 0.99628 -2.62539 0.1 0.0 -0.2 0.01
S 0.43146 -0.56524 -1.86246 0.1 0.1 0.0 -0.04
C 1.19880 1.04000 -3.90837 -0.1 0.1 0.3 0.00
N 1.73592 1.05708 -4.92792 0.0 0.0 -0.1 0.00
Te 0.20773 -1.30140 2.78622 0.0 0.1 0.0 -0.10
```
Positions in Å, forces in eV/Å.

Net charge   -2
Energy relative to the best compared isomer or geometry (same formula, charge and spin)   0.232 eV
Electronic energy   -5365.75425 Eh
HOMO-LUMO gap (alpha / beta)   5.77 / 5.96 eV
Multiplicity   4
Strongest force on any atom   0.4 eV/Å

Formula: C2H8O2Rb
Source: the OMol25 dataset
Level of theory: ωB97M-V with the def2-TZVPD basis set

```
13
Properties=species:S:1:pos:R:3:forces:R:3:lowdin_charge:R:1
Rb -1.86074 0.15175 1.80947 0.0 -0.2 -0.2 1.04
O -1.96855 3.02518 1.86578 0.1 -0.1 0.2 -0.16
H -2.12558 3.80352 1.32004 0.0 0.0 -0.1 0.06
H -1.77089 3.38274 2.73910 0.0 0.1 0.0 0.05
C 1.83506 -1.40679 -0.85727 -0.1 0.2 -0.1 -0.07
C 0.49905 -0.69820 -0.80932 -0.9 -0.9 0.4 -0.29
O -0.57927 -1.65791 -0.48856 0.3 0.7 0.0 -0.16
H 1.74963 -2.28086 -1.49897 0.0 -0.1 0.0 0.09
H 2.15981 -1.71367 0.13378 0.0 -0.1 0.0 0.08
H 2.59955 -0.75207 -1.27810 0.0 0.0 0.0 0.09
H 0.25937 -0.19839 -1.74510 0.1 0.1 0.0 0.12
H 0.42243 0.01289 0.01492 0.5 0.4 -0.2 0.06
H -1.21985 -1.66820 -1.20578 0.2 -0.1 -0.1 0.08
```
Positions in Å, forces in eV/Å.

Net charge   +1
Energy relative to the best compared isomer or geometry (same formula, charge and spin)   0.061 eV
Electronic energy   -255.36796 Eh
HOMO-LUMO gap   10.54 eV
Multiplicity   1
Strongest force on any atom   1.3 eV/Å

Formula: C2H6NO3
Source: the OMol25 dataset
Level of theory: ωB97M-V with the def2-TZVPD basis set

```
12
Properties=species:S:1:pos:R:3:forces:R:3:lowdin_charge:R:1
C -0.79917 -1.40587 0.84124 -0.2 0.1 -0.3 -0.14
N 0.22984 -0.84423 -0.01075 -0.9 -0.6 1.0 -0.02
C -0.15147 0.01902 -1.06204 0.5 -0.1 -0.7 -0.81
O 0.80015 0.52234 -1.73553 0.0 0.1 0.5 -0.11
O -1.36748 0.18105 -1.25447 -0.2 0.0 0.1 -0.06
H -1.71141 -0.87205 0.58631 -0.2 -0.1 0.0 0.06
H -0.64381 -1.26646 1.91741 0.4 0.0 -0.1 0.06
H -0.95796 -2.47457 0.63498 0.0 0.0 0.2 0.06
H 1.16085 -0.96852 0.34052 0.3 0.5 -0.6 0.11
H 1.10682 1.67819 -0.47594 0.5 0.0 -0.1 -0.02
H 0.91375 3.10939 0.00340 0.0 0.1 0.1 0.01
O 1.41988 2.32171 0.21488 -0.2 0.1 -0.1 -0.12
```
Positions in Å, forces in eV/Å.

Net charge   -1
Energy relative to the best compared isomer or geometry (same formula, charge and spin)   0.271 eV
Electronic energy   -360.36126 Eh
HOMO-LUMO gap   8.51 eV
Multiplicity   1
Strongest force on any atom   1.5 eV/Å

Formula: C30H39Cl2N2O5SiZr
Source: the OMol25 dataset
Level of theory: ωB97M-V with the def2-TZVPD basis set

```
80
Properties=species:S:1:pos:R:3:forces:R:3:lowdin_charge:R:1
Zr 10.43845 13.40516 12.34252 -0.5 -1.0 0.2 1.76
C 13.66124 13.23552 13.27256 -0.1 -0.1 -0.6 -0.06
N 12.76118 12.72830 12.15347 1.5 -1.1 0.1 -0.31
C 13.43353 13.20185 10.89278 -1.0 2.1 0.3 -0.08
C 12.93151 11.20798 12.11442 0.1 1.4 -0.7 -0.18
C 11.94788 10.47051 12.92067 -1.7 -0.6 -0.2 -0.17
N 10.55781 10.87665 12.51368 0.0 -0.2 -1.0 -0.29
C 10.20019 10.08035 11.28906 0.6 0.3 0.6 -0.04
C 9.57505 10.50618 13.54661 -0.3 0.0 -0.1 -0.06
H 14.70082 12.86415 13.07192 -0.8 0.6 0.1 0.11
H 13.35589 12.86402 14.25729 -0.1 0.1 -0.5 0.07
H 13.57524 14.33293 13.23495 0.4 -0.4 0.3 0.09
H 14.39376 12.77038 10.80668 1.3 -0.4 0.2 0.08
H 13.50821 14.32454 10.94812 0.1 -1.2 -0.2 0.10
H 12.93393 12.97100 9.95397 -0.7 -0.1 0.3 0.09
H 13.94823 10.90934 12.30260 0.6 0.2 0.7 0.13
H 12.87358 10.98927 11.07430 -0.7 -0.5 -0.9 0.10
H 12.01407 10.66848 13.96174 0.3 0.3 1.0 0.11
H 12.05411 9.37543 12.79242 0.1 0.4 0.0 0.15
H 10.17178 9.01092 11.48906 0.2 -0.2 0.3 0.10
H 10.93267 10.26237 10.51867 0.1 0.1 -0.3 0.09
H 9.22361 10.33343 10.94547 -0.5 0.3 -0.2 0.05
H 9.73137 9.45211 13.72449 -0.2 -0.5 0.6 0.10
H 8.54072 10.64833 13.20001 0.5 0.0 -0.2 0.07
H 9.67819 11.09690 14.45413 0.3 -0.1 0.1 0.09
Cl 8.97264 14.71789 19.60828 0.6 0.1 -0.6 0.70
C 9.68935 14.48114 18.02663 -0.7 -0.2 0.4 -0.64
C 10.91208 13.87157 17.85118 1.7 -1.0 1.0 -0.07
C 11.41358 13.40776 16.66446 -1.2 -0.1 -1.0 0.04
C 10.62343 13.61163 15.48687 2.0 -0.3 -0.2 -0.27
O 11.01276 13.12330 14.31386 -0.4 0.4 0.6 -0.26
C 9.48315 14.40061 15.61282 -0.5 -0.3 2.8 -0.13
C 8.77636 14.82751 14.53319 -1.3 0.9 -2.7 -0.11
O 9.21303 14.77002 13.35696 0.3 -0.3 -0.2 -0.21
C 8.98422 14.73632 16.91398 -0.2 0.6 -0.7 -0.03
H 11.50684 13.68692 18.73149 0.1 0.0 0.2 0.12
H 12.31675 12.80723 16.63231 -0.1 0.3 -0.1 0.12
H 7.77330 15.26878 14.53321 0.1 0.1 0.9 0.17
H 8.08570 15.29229 17.06417 -0.7 0.2 -0.5 0.12
C 9.11219 16.56906 11.00768 0.5 -0.1 -0.4 -0.21
Si 10.87920 15.82802 11.15704 -0.3 0.8 -0.8 0.55
C 11.71528 17.24857 12.09821 -0.2 1.1 0.4 -0.25
C 11.63004 15.78078 9.40477 0.2 -0.9 -0.7 -0.29
C 11.38604 14.90135 8.31658 -0.4 -0.4 1.6 -0.11
C 12.20694 14.84107 7.21415 0.3 0.6 -0.1 -0.09
C 13.31059 15.68515 7.11172 -0.1 0.7 0.4 -0.07
C 13.48718 16.66834 8.09900 1.8 -0.2 -1.3 -0.08
C 12.69799 16.64672 9.20278 -1.1 0.4 0.7 -0.16
H 9.16916 17.44356 10.32047 -0.2 -0.7 0.3 0.05
H 8.82600 16.91710 11.99456 -0.2 0.1 0.1 0.01
H 8.37419 15.83169 10.67361 0.0 0.3 -0.1 0.01
H 11.44926 18.23719 11.59447 0.3 -1.2 0.5 0.06
H 12.80799 17.25113 12.26212 -0.5 -0.2 -0.2 0.03
H 11.23948 17.31686 13.10502 0.3 -0.1 -0.5 0.03
H 10.62344 14.12862 8.40340 -0.1 0.4 -0.1 0.08
H 11.92647 14.17092 6.42628 0.2 -0.4 -0.3 0.10
H 14.01299 15.61411 6.29531 -0.1 0.0 -0.2 0.10
H 14.32219 17.41603 8.06040 -0.9 -0.9 -0.2 0.13
H 12.82086 17.39347 9.93960 0.6 0.7 0.7 0.06
C 5.96640 10.43130 12.67712 -0.2 0.8 -0.1 -0.03
C 6.59327 9.70845 11.52424 -0.1 -1.1 0.2 -0.21
C 6.97315 8.34722 11.63711 0.6 0.4 -1.4 -0.03
C 7.51329 7.65568 10.51282 -0.1 0.4 1.5 -0.65
Cl 8.21638 6.04866 10.68179 -0.5 0.5 0.1 0.65
C 7.64437 8.30389 9.31106 0.5 0.5 -1.1 -0.11
C 7.34900 9.67203 9.23644 -0.1 -0.9 -1.1 -0.01
C 6.81554 10.33742 10.31239 0.1 0.9 -0.8 -0.26
O 6.45195 11.67391 10.14445 -0.4 -0.3 0.5 -0.02
C 7.41078 12.54565 9.60845 1.1 -1.7 0.7 -0.07
C 8.58100 12.73493 10.57936 -1.2 0.7 0.9 -0.56
O 8.33717 12.81489 11.85497 0.9 -0.4 -1.3 -0.12
O 9.74127 12.91518 10.15189 0.6 -0.1 0.5 -0.09
H 6.07232 9.79987 13.54855 0.1 0.2 0.5 0.08
H 4.87825 10.59916 12.55945 0.5 -0.1 -0.2 0.10
H 6.43103 11.44294 12.79528 -0.4 -0.9 0.1 0.08
H 6.94765 7.86187 12.59805 -0.2 -0.2 0.1 0.11
H 8.02279 7.78591 8.40864 -0.2 0.3 0.8 0.12
H 7.46327 10.17267 8.26133 -0.1 -0.2 0.6 0.13
H 6.92519 13.44892 9.42418 -0.8 1.8 0.1 0.13
H 7.81808 12.25864 8.64784 0.2 -0.5 -0.2 0.13
```
Positions in Å, forces in eV/Å.

Net charge   +1
Energy relative to the best compared isomer or geometry (same formula, charge and spin)   0.000 eV
Electronic energy   -2909.10920 Eh
HOMO-LUMO gap   6.62 eV
Multiplicity   1
Strongest force on any atom   3.1 eV/Å